{
  "formula": "C16H27Cl4O2PdSi2Te",
  "method": "wB97M-V/def2-TZVPD",
  "e_tot_ev": -97712.654,
  "charge": 3,
  "gap_ev": 3.9,
  "e_homo_ev": -17.6,
  "symbols": ["Te", "Pd", "Cl", "Cl", "Cl", "Cl", "Si", "Si", "O", "O", "C", "C", "C", "C", "C", "C", "C", "C", "C", "C", "C", "C", "C", "C", "C", "C", "H", "H", "H", "H", "H", "H", "H", "H", "H", "H", "H", "H", "H", "H", "H", "H", "H", "H", "H", "H", "H", "H", "H", "H", "H", "H", "H"],
  "positions_angstrom": [[1.52371, -0.92687, -0.03729], [-0.77986, -0.74095, -1.22034], [-3.01295, -4.17353, -4.27156], [-6.89009, -0.15878, 3.33913], [-4.95007, 1.89085, -1.23950], [-1.58616, -3.02403, -1.97483], [2.40430, 0.66539, 2.74666], [2.05854, 0.79596, -2.92658], [-2.62867, 0.31155, -0.60260], [-1.16018, -1.36495, 1.10262], [-2.25550, -1.52148, 1.63862], [-4.78617, 0.89615, 0.12462], [0.51973, -0.14083, -3.60310], [-5.66258, -0.06718, 2.16855], [-2.73650, -4.25684, -2.52408], [2.91704, -0.28487, -1.51001], [-5.78470, 0.79645, 1.06685], [2.89960, 2.39689, 3.44090], [4.08053, -0.16878, 2.35649], [1.47051, 0.91113, 1.03828], [-3.52824, 0.15047, 0.25015], [1.33803, 2.39887, -2.19694], [3.44640, 0.97732, -4.21536], [1.10135, -0.23006, 3.79660], [-4.51353, -0.86224, 2.28871], [-3.45307, -0.75141, 1.39315], [-3.68034, -4.08665, -2.00308], [0.62228, -1.23172, -3.61244], [3.69866, 0.29284, -1.01942], [4.61603, -0.38202, 3.27766], [-6.68510, 1.38299, 0.94655], [0.42973, 1.15854, 1.22487], [4.30139, 1.50185, -3.79718], [-2.35943, -2.30752, 2.40466], [-0.40840, 0.19042, -3.05624], [0.63328, -1.03719, 3.23271], [0.47409, 2.20553, -1.55390], [-2.31244, -5.23441, -2.27455], [-4.45445, -1.56214, 3.11055], [4.72819, 0.46121, 1.75088], [1.94176, 1.68015, 0.43454], [3.78869, 0.01761, -4.59429], [3.08668, 1.56006, -5.05739], [2.01260, 2.99940, 3.59780], [0.99588, 3.03915, -3.00655], [0.31705, 0.45124, 4.12154], [3.38194, -1.16493, -1.95561], [1.54403, -0.65448, 4.69286], [3.57491, 2.91009, 2.76500], [2.06280, 2.98659, -1.64238], [0.33733, 0.15428, -4.63716], [3.91888, -1.10994, 1.83013], [3.40247, 2.26082, 4.39128]],
  "forces_ev_per_a": [[0.3, 0.9, -0.6], [1.7, 0.2, 0.2], [0.1, 0.0, 0.7], [1.1, 0.0, -1.1], [0.0, -0.6, 1.0], [0.5, -0.1, 0.2], [1.0, 1.2, 0.7], [0.3, 0.2, -0.4], [-2.8, -0.1, 2.2], [-1.3, 0.0, 0.0], [1.8, -1.0, 0.3], [-1.3, 1.4, -0.9], [0.7, -0.2, 0.8], [-2.1, 1.3, -0.1], [-1.0, -0.9, -0.8], [-0.9, 0.0, -0.2], [-0.4, 0.2, -0.1], [-0.9, -1.2, -0.7], [-1.2, -0.1, 0.0], [0.3, -0.6, 0.0], [2.1, 0.4, -2.0], [0.4, -0.6, -0.2], [-0.8, 0.0, 0.7], [0.6, 0.1, -0.4], [3.2, -1.2, -0.9], [-1.7, -0.1, 1.4], [0.3, 0.0, -0.1], [0.0, 0.1, 0.0], [-0.1, 0.2, 0.2], [0.0, -0.1, 0.1], [-0.1, 0.0, 0.0], [-0.2, 0.0, 0.1], [0.1, 0.1, 0.1], [0.1, 0.1, 0.0], [0.1, -0.1, -0.1], [0.0, -0.2, 0.0], [0.0, 0.0, 0.0], [0.0, 0.4, 0.0], [0.1, -0.1, 0.1], [-0.1, 0.2, -0.1], [0.0, 0.0, -0.2], [0.0, -0.2, 0.0], [-0.1, 0.1, -0.2], [-0.1, 0.3, 0.1], [-0.1, 0.0, -0.2], [0.0, 0.2, -0.1], [-0.1, -0.1, 0.0], [0.1, -0.1, 0.1], [0.1, 0.1, -0.1], [0.1, 0.1, 0.1], [-0.2, 0.1, 0.0], [0.3, -0.3, 0.0], [0.1, -0.1, 0.2]]
}

***

{
  "formula": "C16H27F5NO",
  "method": "wB97M-V/def2-TZVPD",
  "e_tot_ev": -34147.971,
  "charge": 1,
  "gap_ev": 8.1,
  "e_homo_ev": -12.1,
  "smiles": "COCCCCC[C@@H]1C=[N+](CCCC(F)(F)C(F)(F)F)[C@@H](C)C1",
  "symbols": ["F", "F", "F", "F", "F", "O", "N", "C", "C", "C", "C", "C", "C", "C", "C", "C", "C", "C", "C", "C", "C", "C", "C", "H", "H", "H", "H", "H", "H", "H", "H", "H", "H", "H", "H", "H", "H", "H", "H", "H", "H", "H", "H", "H", "H", "H", "H", "H", "H", "H"],
  "positions_angstrom": [[5.02997, 1.30540, -1.02681], [3.33552, 2.09531, -1.98355], [4.16242, 3.13890, 0.52421], [3.59388, 1.23606, 1.35686], [3.23762, 0.19877, -1.00564], [1.35215, -4.14099, 1.60088], [-0.96837, 1.56351, 0.19905], [1.09352, 2.02615, 1.54029], [-0.74440, -2.10594, -2.03165], [3.34425, 2.09724, 0.36513], [-1.32330, 0.32906, -1.72721], [-3.22000, 2.92486, 0.29518], [-2.36032, 1.79406, -0.25853], [-0.35854, -2.88952, 0.32317], [-0.41731, 2.17739, 1.40288], [-0.42862, 0.73732, -0.58814], [1.89491, 2.59140, 0.36950], [-2.30343, 1.53195, -1.75688], [3.73595, 1.41095, -0.95556], [-0.00249, -4.08718, 1.23024], [-1.87772, -1.09782, -1.70868], [-0.86412, -3.31993, -1.07737], [1.74963, -3.01828, 2.37570], [-0.64822, 0.36132, -2.58894], [-0.83694, -2.46782, -3.04880], [-2.87474, 0.90170, 0.12465], [-4.21569, 2.52146, 0.42760], [-0.59679, -4.02679, 2.14952], [0.22554, -1.63280, -1.88947], [-0.27512, -4.16321, -1.42361], [2.51019, -3.31126, 3.08642], [0.87616, -2.58005, 2.86543], [-3.29712, 3.76387, -0.39041], [1.37255, 2.59882, 2.41873], [1.96892, 3.66936, 0.46754], [-1.69977, 2.35338, -2.15644], [-2.64804, -1.22638, -2.46074], [-0.88574, 1.67230, 2.24547], [-1.92317, -3.55946, -1.04643], [-3.26302, 1.43490, -2.23734], [1.46069, 2.40981, -0.61037], [-1.14542, -2.28901, 0.78427], [-2.35382, -1.30052, -0.75137], [0.57850, 0.36252, -0.48797], [-0.70188, 3.22146, 1.45152], [-2.91066, 3.29019, 1.27011], [0.49489, -2.23795, 0.14454], [-0.31363, -4.99754, 0.72594], [1.31707, 0.98800, 1.77961], [2.12406, -2.25499, 1.68746]],
  "forces_ev_per_a": [[1.7, -0.2, 0.0], [-1.0, 1.0, -1.5], [0.6, 0.7, 0.1], [0.1, -0.5, 0.5], [-1.2, -1.4, -0.1], [0.2, -0.4, 0.0], [-0.3, 1.1, -0.1], [-0.4, 0.0, -0.1], [-0.8, -0.8, 0.9], [-0.7, 0.2, -0.6], [0.3, 0.7, -1.3], [0.5, 0.3, -0.3], [-2.5, -1.0, 0.8], [-0.6, -0.6, -0.6], [0.6, -0.2, 0.4], [0.1, -1.3, -0.7], [0.2, -0.1, 0.2], [1.9, 0.3, 1.1], [0.8, 0.3, 1.3], [-0.4, 0.8, 0.4], [0.6, -0.1, 0.1], [0.6, 1.3, 0.2], [-0.6, 0.1, -0.9], [-0.2, 0.1, -0.2], [0.1, 0.3, -0.3], [0.1, -0.1, 0.2], [-0.2, 0.0, 0.0], [-0.1, 0.0, 0.0], [0.2, -0.1, -0.2], [-0.1, -0.1, -0.2], [0.1, -0.1, 0.1], [0.1, -0.1, 0.4], [0.2, 0.2, 0.0], [0.0, -0.1, 0.3], [-0.1, 0.2, 0.0], [-0.5, 0.2, -0.5], [-0.2, 0.4, -0.1], [-0.2, 0.0, 0.1], [-0.1, -0.6, 0.1], [-0.1, -0.2, -0.1], [-0.1, -0.1, 0.0], [0.1, 0.1, 0.2], [0.0, -0.2, 0.1], [0.1, 0.0, 0.4], [-0.2, 0.1, -0.3], [0.1, 0.0, 0.1], [0.3, -0.1, 0.3], [0.5, -0.3, 0.0], [0.2, -0.1, -0.2], [0.3, 0.1, 0.2]]
}

***

{
  "formula": "C16H27InN2O4Te",
  "method": "wB97M-V/def2-TZVPD",
  "e_tot_ev": -40652.332,
  "de_lowest_ev": 0.3038,
  "charge": 2,
  "gap_ev": 5.8,
  "e_homo_ev": -12.9,
  "symbols": ["Te", "In", "O", "O", "O", "O", "N", "N", "C", "C", "C", "C", "C", "C", "C", "C", "C", "C", "C", "C", "C", "C", "C", "C", "H", "H", "H", "H", "H", "H", "H", "H", "H", "H", "H", "H", "H", "H", "H", "H", "H", "H", "H", "H", "H", "H", "H", "H", "H", "H", "H"],
  "positions_angstrom": [[0.17273, -0.86406, 3.04585], [-0.54941, -1.21561, 0.40796], [1.87949, 6.41333, -1.34453], [-0.08376, 0.64321, -0.22332], [0.31517, 5.19603, -2.53114], [1.15988, 0.89413, 1.60016], [1.02090, -2.10565, -0.90460], [-1.90990, -2.59184, -0.60567], [0.40529, -3.41177, -1.25319], [-2.32769, -3.62193, 0.39167], [1.70541, 5.21659, -0.76233], [0.71273, 1.36942, 0.54206], [1.35938, -1.30129, -2.10905], [-3.12138, -1.95886, -1.21226], [-1.23398, -2.18213, 3.98121], [2.32847, 4.73821, 0.36563], [0.76665, 4.47389, -1.47144], [1.04034, 2.70246, 0.06912], [1.97754, 3.45266, 0.77394], [-0.92203, 0.83821, 3.64535], [2.24405, -2.24448, -0.06244], [1.01937, 6.44835, -2.50006], [0.40807, 3.21857, -1.09289], [-1.05217, -3.20136, -1.67590], [3.05281, 5.33324, 0.90321], [0.48609, -4.07037, -0.38617], [-1.08835, -2.52464, -2.52818], [-0.28654, 1.70458, 3.49689], [-1.38984, -1.84090, 5.00330], [-1.45511, -4.09000, 0.84574], [-3.75322, -1.55380, -0.42379], [-1.15264, 0.68374, 4.69672], [-0.32659, 2.64810, -1.64132], [0.92977, -3.89851, -2.07864], [-2.18871, -2.18071, 3.46300], [0.48114, -1.13608, -2.73001], [1.62607, 6.55336, -3.39615], [-2.92252, -4.39048, -0.10403], [2.62142, -1.25544, 0.18929], [2.11703, -1.82881, -2.69170], [-3.68751, -2.70585, -1.76987], [-2.82322, -1.15983, -1.88930], [3.01714, -2.79866, -0.59792], [2.44515, 3.02237, 1.64873], [-0.82105, -3.18914, 4.00748], [-2.93037, -3.15594, 1.16896], [0.31201, 7.26732, -2.39802], [2.00907, -2.78117, 0.85729], [1.74092, -0.33393, -1.80036], [-1.83864, 0.92605, 3.07062], [-1.48948, -4.15061, -1.98992]],
  "forces_ev_per_a": [[-0.4, -0.7, 0.3], [0.7, 0.5, 0.4], [-0.1, 0.0, -0.1], [-0.4, 0.5, -0.4], [0.1, 0.1, 0.1], [0.3, 0.2, -0.1], [0.1, -0.1, 0.3], [0.0, -0.1, 0.0], [-0.2, 0.2, -0.1], [0.0, 0.0, -0.2], [0.2, 0.2, 0.0], [-0.1, -0.1, -0.1], [-0.1, -0.1, 0.0], [0.1, 0.0, 0.0], [0.0, -0.1, 0.1], [0.0, -0.1, 0.1], [-0.2, 0.0, -0.3], [-0.2, 0.1, -0.3], [0.1, 0.2, 0.0], [-0.1, 0.2, -0.1], [0.0, -0.3, -0.2], [0.0, -0.1, 0.1], [0.1, -0.2, 0.2], [0.0, -0.1, 0.0], [0.0, 0.0, 0.0], [0.0, 0.0, 0.0], [0.0, 0.0, 0.0], [0.0, 0.0, 0.0], [0.0, 0.0, 0.0], [0.0, 0.0, 0.0], [0.0, 0.0, 0.0], [0.0, 0.0, 0.0], [0.0, 0.0, 0.0], [0.1, 0.0, 0.0], [0.0, 0.0, 0.0], [0.0, 0.0, 0.0], [0.1, 0.0, 0.0], [0.0, 0.0, 0.0], [0.0, 0.0, 0.0], [0.0, 0.0, 0.0], [0.0, 0.0, 0.0], [0.0, 0.0, 0.0], [0.0, 0.0, 0.0], [0.0, 0.0, 0.0], [0.0, 0.0, 0.0], [0.0, 0.0, 0.0], [0.0, 0.0, 0.0], [0.0, 0.0, 0.0], [0.0, 0.0, 0.0], [0.0, 0.0, 0.0], [0.0, 0.0, 0.0]]
}

***

{
  "formula": "C16H27N3O3S",
  "method": "wB97M-V/def2-TZVPD",
  "e_tot_ev": -38461.739,
  "de_lowest_ev": 18.5907,
  "gap_ev": 8.1,
  "e_homo_ev": -7.7,
  "symbols": ["S", "O", "O", "O", "N", "N", "N", "C", "C", "C", "C", "C", "C", "C", "C", "C", "C", "C", "C", "C", "C", "C", "C", "H", "H", "H", "H", "H", "H", "H", "H", "H", "H", "H", "H", "H", "H", "H", "H", "H", "H", "H", "H", "H", "H", "H", "H", "H", "H", "H"],
  "positions_angstrom": [[-2.86668, -2.58093, -1.39519], [-1.38909, -0.33431, -0.37102], [3.20916, -0.25414, -0.30002], [1.57912, -0.83545, 0.85330], [-1.57948, -0.35126, -2.69183], [-0.84750, 0.68079, -2.24038], [1.56458, 0.93700, -0.30925], [-3.16225, -0.79127, 1.98397], [-3.59523, -1.63871, 1.02105], [-0.18247, 2.85547, -0.05900], [-0.63920, 0.50999, -0.87211], [-1.95045, -1.18782, -1.34557], [-2.72741, 2.63799, 0.31776], [2.11979, 0.01885, 0.22137], [0.03571, 1.46725, -0.01922], [-1.46894, 3.21076, 0.56339], [5.42622, -1.14417, -1.03645], [4.46896, -1.45043, 1.41315], [3.26347, -2.56445, -0.38209], [4.14761, -1.53820, -0.09174], [-0.00988, 3.52135, -1.31224], [-2.77092, -2.61354, 0.35521], [-5.29132, -1.51987, 0.53927], [6.05176, -2.17137, -0.89072], [1.96495, 1.51636, -0.94734], [-3.74191, 3.16320, 0.59347], [-1.60581, 2.92740, 2.00946], [-0.42344, 4.44440, -1.31634], [-2.30584, -0.78064, 2.22956], [-0.58473, 3.11684, -2.01216], [-3.34846, -3.71276, 0.46295], [-0.03667, 1.07936, 1.03565], [3.59616, -1.48441, 2.07167], [-5.18322, -1.59615, -0.42861], [4.94166, -0.46440, 1.51221], [-1.88994, -2.91574, 0.62329], [-5.54096, -0.80780, 1.06472], [-2.68877, 1.46224, 0.33454], [0.97041, 3.35574, -1.69228], [-5.55681, -2.65108, 0.93771], [2.99851, -2.55388, -1.40243], [0.57856, 3.19073, 0.72123], [-1.69346, 4.24908, 0.79169], [4.04429, -3.34008, -0.66043], [2.50257, -2.68874, 0.14873], [5.08542, -0.96017, -2.10349], [5.30104, -2.10825, 1.45032], [5.75390, -0.26922, -0.65404], [-2.75164, 2.89540, -0.99287], [-3.77139, 0.06906, 2.27118]],
  "forces_ev_per_a": [[0.1, 0.1, -0.2], [-3.3, -7.3, 1.2], [8.2, 0.3, -3.1], [-3.2, -2.4, 4.6], [-0.8, -2.2, 5.6], [0.6, -2.1, 2.3], [-8.9, 11.3, -2.2], [-11.7, -0.5, -5.0], [-3.1, 2.8, 1.5], [1.2, 2.3, 3.5], [-0.7, 4.7, -6.1], [3.5, 7.8, -6.2], [-3.9, -2.4, -7.1], [1.6, -8.1, 2.3], [4.0, -6.7, 2.1], [-1.0, 1.6, 8.3], [-3.3, -6.0, -0.3], [0.8, 1.7, -1.9], [7.1, -3.4, -7.2], [0.0, 6.5, 1.5], [2.2, -0.4, -0.2], [-7.2, -4.7, -0.7], [7.1, -11.3, 2.0], [-0.7, 2.9, -0.7], [1.8, 1.4, -2.0], [2.4, -1.2, 0.2], [1.7, 0.5, -3.2], [-0.1, 3.6, 0.3], [11.6, 0.0, 3.5], [-2.5, -2.4, -3.1], [1.0, 2.4, 0.3], [-0.4, 0.4, -0.9], [0.4, -0.7, -0.3], [-0.5, 0.5, -5.1], [-0.2, 0.0, 0.3], [5.4, -0.6, 2.0], [-3.5, 7.2, 4.7], [-0.8, 2.4, 0.2], [1.0, 0.8, -0.3], [-0.2, 3.1, -0.8], [-1.2, 0.9, -1.5], [-0.7, 0.2, -1.1], [1.0, 0.6, -0.8], [-1.1, -0.9, 1.6], [-5.8, -1.7, 5.0], [0.4, -0.6, 1.3], [0.5, -1.3, 1.3], [1.8, 2.4, 1.3], [-0.6, -1.2, 2.9], [-0.1, -0.6, 0.3]]
}

***

Here are the calculated strongest force on any atom numbers, same order: 3.5; 2.8; 0.9; 14.5 (eV Å⁻¹).